{"formula": "C27H29BBrN14O4Tl", "method": "ωB97M-V with the def2-TZVPD basis set", "orbital_gap_ev": [8.01, 6.24], "lumo_energy_ev": [2.05, 0.32], "multiplicity": 2, "relative_energy_kcal_mol": 0.00, "charge": -1, "homo_ev": [-5.95, -5.92], "elements": ["Tl", "C", "C", "N", "N", "C", "B", "N", "C", "C", "C", "N", "N", "C", "C", "C", "N", "N", "C", "C", "C", "N", "H", "H", "H", "H", "H", "H", "H", "H", "H", "H", "H", "H", "N", "C", "O", "C", "C", "N", "C", "N", "H", "H", "C", "N", "C", "C", "O", "N", "C", "C", "H", "H", "H", "H", "H", "H", "H", "H", "H", "H", "H", "H", "Br", "C", "C", "N", "C", "C", "C", "C", "O", "O", "H", "H", "H"], "xyz": [[-1.026, -0.105, -0.455], [3.657, -0.073, 0.658], [2.374, -0.628, 0.684], [1.447, 0.311, 0.591], [2.104, 1.485, 0.513], [3.432, 1.280, 0.540], [1.281, 2.771, 0.326], [0.127, 2.789, 1.370], [0.145, 3.471, 2.533], [-0.995, 3.154, 3.237], [-1.660, 2.246, 2.404], [-0.978, 2.034, 1.292], [0.761, 2.855, -1.122], [1.384, 3.426, -2.174], [0.681, 3.121, -3.315], [-0.368, 2.318, -2.860], [-0.308, 2.155, -1.551], [2.107, 4.044, 0.590], [1.682, 5.290, 0.289], [2.560, 6.189, 0.845], [3.505, 5.376, 1.491], [3.223, 4.095, 1.343], [4.601, -0.583, 0.687], [2.084, -1.662, 0.751], [4.114, 2.106, 0.495], [0.961, 4.121, 2.784], [-1.297, 3.529, 4.197], [-2.600, 1.743, 2.558], [2.282, 4.002, -2.042], [0.905, 3.407, -4.324], [-1.144, 1.831, -3.420], [0.786, 5.442, -0.285], [2.526, 7.261, 0.789], [4.376, 5.669, 2.052], [-1.409, -3.226, -2.802], [-1.499, -1.987, -3.349], [-2.335, -1.160, -3.020], [-0.508, -1.707, -4.422], [0.394, -2.694, -4.848], [1.098, -3.557, -5.157], [-0.594, -0.520, -5.162], [-0.656, 0.411, -5.838], [-1.913, -3.351, -1.937], [-0.563, -3.761, -2.913], [-2.476, -4.859, 3.095], [-2.420, -3.740, 2.174], [-2.950, -4.029, 0.856], [-1.324, -2.880, 2.208], [-0.704, -2.596, 1.195], [-1.013, -2.354, 3.429], [0.185, -1.546, 3.549], [-1.963, -2.229, 4.510], [-2.234, -5.791, 2.569], [-3.472, -4.964, 3.535], [-1.754, -4.731, 3.895], [-4.009, -4.272, 0.945], [-2.433, -4.871, 0.384], [-2.841, -3.150, 0.227], [0.671, -1.469, 2.581], [0.875, -1.986, 4.273], [-0.077, -0.538, 3.877], [-2.941, -2.586, 4.203], [-2.054, -1.175, 4.789], [-1.643, -2.784, 5.398], [0.806, -5.753, 0.228], [1.785, -4.687, -1.011], [2.887, -5.244, -1.633], [3.617, -4.572, -2.513], [3.252, -3.326, -2.793], [2.151, -2.689, -2.231], [1.396, -3.391, -1.301], [1.825, -1.256, -2.650], [2.736, -0.625, -3.165], [0.629, -0.884, -2.482], [3.189, -6.260, -1.413], [3.859, -2.784, -3.504], [0.539, -2.938, -0.820]], "forces_ev_per_a": [[0.0, 0.1, 0.0], [0.0, 0.0, 0.0], [0.0, -0.1, -0.1], [-0.2, 0.0, 0.0], [0.1, 0.1, 0.1], [0.1, 0.0, 0.0], [-0.1, 0.0, 0.1], [0.0, 0.1, -0.1], [0.0, 0.0, 0.1], [0.0, 0.0, 0.0], [0.0, 0.0, 0.0], [-0.1, -0.2, -0.1], [0.0, 0.0, 0.0], [0.0, 0.1, -0.1], [0.0, 0.0, 0.0], [0.0, 0.0, 0.0], [-0.1, 0.0, 0.2], [0.0, 0.0, -0.1], [0.0, 0.1, 0.0], [-0.1, 0.0, 0.0], [0.0, 0.0, 0.0], [0.1, -0.1, 0.1], [0.1, 0.0, 0.0], [0.0, -0.1, 0.0], [0.0, 0.0, 0.0], [0.1, 0.1, 0.0], [0.0, 0.0, 0.1], [-0.1, -0.1, 0.0], [0.1, 0.0, 0.0], [0.0, 0.0, -0.1], [-0.1, -0.1, -0.1], [-0.1, 0.0, -0.1], [0.0, 0.1, 0.0], [0.1, 0.0, 0.0], [-0.3, -0.1, 0.1], [-0.2, 0.2, 0.2], [0.2, -0.3, -0.3], [-0.2, 0.0, 0.0], [0.1, -0.2, -0.1], [0.0, 0.0, -0.1], [0.0, 0.1, -0.1], [-0.1, 0.1, 0.0], [0.1, 0.0, 0.0], [0.0, 0.0, 0.0], [0.0, -0.1, 0.0], [0.0, 0.1, 0.0], [0.0, 0.0, 0.0], [0.0, 0.0, 0.0], [0.1, -0.1, -0.2], [0.0, 0.0, 0.0], [0.1, 0.1, 0.0], [-0.1, 0.0, 0.1], [0.0, 0.0, 0.0], [0.0, 0.0, 0.0], [0.0, 0.0, 0.0], [0.0, 0.0, 0.0], [0.0, 0.0, 0.0], [0.0, 0.0, 0.0], [0.0, 0.0, 0.1], [0.0, 0.0, 0.0], [0.0, 0.0, 0.0], [0.0, 0.0, 0.0], [0.0, 0.0, 0.0], [0.0, 0.0, 0.0], [0.0, 0.0, 0.0], [-0.1, -0.1, 0.0], [-0.1, -0.1, 0.1], [0.1, -0.1, 0.0], [0.1, 0.1, 0.0], [0.0, 0.0, 0.3], [0.0, 0.0, -0.1], [0.7, -0.4, -0.1], [0.3, 0.3, -0.2], [-0.8, 0.1, 0.3], [0.0, -0.1, 0.0], [0.0, 0.0, 0.0], [0.0, 0.0, 0.0]]}